(1)
{
  "formula": "C5H8O3",
  "method": "ωB97M-V with the def2-TZVPD basis set",
  "energy_ev": -11453.79761,
  "homo_energy_ev": -9.7,
  "multiplicity": 1,
  "orbital_gap_ev": 10.276,
  "relative_energy_kcal_mol": 85.8,
  "e_lumo_ha": 0.0203,
  "smiles": "C/C=C(\\OC)C(=O)O",
  "elements": ["C", "C", "C", "O", "C", "C", "O", "O", "H", "H", "H", "H", "H", "H", "H", "H"],
  "xyz": [[2.09603, -0.79902, -0.21945], [0.59723, -1.24226, -0.27052], [-0.30805, -0.28408, -0.21945], [0.00559, 1.03401, -0.55789], [-0.41672, 2.12452, 0.30872], [-1.98281, -0.50598, -0.21457], [-2.69500, 0.41656, -0.66442], [-2.29692, -1.76132, 0.26601], [2.11165, 0.25920, -0.07415], [2.77062, -1.15464, -1.10643], [2.72607, -1.36718, 0.77103], [0.00919, -2.21605, -0.40052], [-0.25758, 2.01799, 1.42652], [0.36353, 2.81986, 0.24012], [-1.39393, 2.66353, 0.05015], [-1.32891, -2.00515, 0.66485]]
}

=====

(2)
{
  "formula": "C9H89FO38P",
  "method": "ωB97M-V with the def2-TZVPD basis set",
  "energy_ev": -100582.80682,
  "homo_energy_ev": -11.8,
  "multiplicity": 1,
  "charge": 1,
  "orbital_gap_ev": 8.363,
  "e_lumo_ha": -0.1273,
  "elements": ["C", "C", "C", "O", "O", "C", "C", "C", "C", "C", "C", "P", "F", "H", "H", "H", "H", "H", "H", "H", "H", "H", "H", "H", "H", "H", "H", "H", "H", "H", "O", "H", "H", "O", "H", "H", "O", "H", "H", "O", "H", "H", "O", "H", "H", "O", "H", "H", "O", "H", "H", "O", "H", "H", "O", "H", "H", "O", "H", "H", "O", "H", "H", "O", "H", "H", "O", "H", "H", "O", "H", "H", "O", "H", "H", "O", "H", "H", "O", "H", "H", "O", "H", "H", "O", "H", "H", "O", "H", "H", "O", "H", "H", "O", "H", "H", "O", "H", "H", "O", "H", "H", "O", "H", "H", "O", "H", "H", "O", "H", "H", "O", "H", "H", "O", "H", "H", "O", "H", "H", "O", "H", "H", "O", "H", "H", "O", "H", "H", "O", "H", "H", "O", "H", "H", "O", "H", "H"],
  "xyz": [[1.89909, -3.42686, -0.29311], [0.67087, -2.99386, -0.56639], [-0.58505, -3.80208, -0.22853], [-0.78970, -4.01614, 0.92944], [-1.45240, -4.32935, -1.14345], [-2.06459, -3.31594, -1.97644], [-3.44272, -2.81392, -1.46463], [-3.38424, -1.76880, -0.30835], [-2.24809, -0.70834, -0.47668], [-2.37466, 0.57474, 0.41064], [-0.91901, 1.19324, 0.52193], [-0.45328, 1.64294, -1.19315], [0.07645, 0.38612, -2.04274], [2.72293, -2.69907, -0.21166], [2.12890, -4.49723, -0.13639], [0.53519, -1.99013, -1.01355], [-1.34381, -2.49595, -2.20225], [-2.24988, -3.79676, -2.95991], [-3.99899, -2.40105, -2.33614], [-4.02177, -3.69280, -1.09949], [-3.28871, -2.21574, 0.70379], [-4.35715, -1.19086, -0.27620], [-1.26740, -1.18411, -0.24302], [-2.23819, -0.42555, -1.56371], [-2.74864, 0.36348, 1.43283], [-3.07689, 1.30469, -0.05198], [-0.85638, 2.03167, 1.24272], [-0.23705, 0.37774, 0.84774], [0.57739, 2.61749, -1.28385], [-1.62599, 2.15227, -1.81460], [1.77181, 2.21328, 1.08043], [2.57057, 1.84853, 0.68080], [2.10348, 2.80357, 1.76762], [-4.69267, -1.12930, 2.43127], [-5.28118, -1.89106, 2.49960], [-4.03678, -1.27812, 3.12245], [-0.69773, -4.73339, 3.99723], [-1.31743, -4.12957, 4.42142], [-0.91482, -4.66491, 3.05961], [4.93162, -3.06336, -0.24518], [5.00240, -3.89469, 0.24359], [5.80883, -2.94356, -0.63683], [-6.74938, 1.18418, 3.13317], [-5.97571, 0.64712, 2.92244], [-7.32993, 1.06520, 2.37537], [-6.62236, -1.22236, -0.81314], [-7.30884, -0.81698, -1.35812], [-6.60729, -2.14063, -1.10788], [6.96568, -0.75223, 0.76180], [6.18970, -1.30505, 0.58899], [6.61238, 0.14554, 0.77842], [-7.30661, 3.24176, 5.66314], [-7.37477, 2.47478, 6.24973], [-7.40222, 2.86831, 4.77793], [0.60800, -2.10144, 5.30418], [-0.17224, -1.75372, 5.75484], [0.34194, -2.98297, 5.00503], [-9.30528, 4.13582, 3.31257], [-9.18175, 4.86623, 2.69706], [-8.88266, 4.43925, 4.12764], [1.79137, 4.58499, -1.97823], [2.57158, 4.05372, -2.19649], [1.20552, 4.46734, -2.73829], [4.95777, 4.70198, -2.37483], [5.07379, 5.43359, -2.99087], [5.39307, 5.00479, -1.56652], [5.14621, -3.79561, -3.35009], [4.28985, -3.53326, -3.71217], [5.03574, -3.70512, -2.39420], [-4.78506, 2.44723, -1.19211], [-5.59460, 1.94976, -1.37397], [-5.07660, 3.36545, -1.16269], [1.09296, 0.56382, -5.24089], [0.72606, 0.66188, -4.35602], [2.00128, 0.87636, -5.15533], [7.60927, -2.34262, -1.46782], [7.69907, -1.61673, -2.09379], [8.03226, -2.01472, -0.66249], [-7.20880, 0.92720, 7.44944], [-7.79859, 0.16873, 7.52176], [-6.55349, 0.78530, 8.14133], [2.63619, -2.28927, 7.56612], [3.41369, -2.81986, 7.36191], [2.00554, -2.49174, 6.86173], [7.07461, -1.08354, 3.81722], [6.42049, -0.51099, 4.23126], [6.89845, -1.00363, 2.86958], [1.50634, 0.77464, 4.23937], [0.95510, 0.00821, 4.44348], [2.20944, 0.73393, 4.89396], [6.07722, 1.08056, -1.24034], [6.86758, 0.57310, -1.45396], [5.49091, 0.93034, -1.99387], [1.08072, 0.20742, 7.35527], [1.20220, -0.56875, 7.91610], [1.93081, 0.30815, 6.91851], [7.21912, 5.02552, -0.11169], [7.28402, 4.18700, 0.36067], [8.09419, 5.14438, -0.49824], [-0.64769, 5.82518, -1.07629], [0.15324, 5.47050, -1.48466], [-0.31907, 6.41105, -0.38289], [-3.00616, 7.07429, -2.62335], [-2.24814, 6.75838, -2.11872], [-2.77043, 7.98018, -2.85728], [-0.59932, 8.73941, -2.87015], [-0.52257, 7.90214, -2.39679], [0.27514, 8.87304, -3.25211], [4.32650, -6.45057, -2.70704], [4.59325, -5.55262, -2.96593], [3.77984, -6.75602, -3.43853], [4.44680, -2.69165, -5.91156], [5.21633, -3.22758, -6.13747], [3.84998, -2.80599, -6.66030], [2.49282, -3.57615, 2.77358], [1.70010, -4.10185, 2.60944], [2.17130, -2.66762, 2.79086], [-7.55563, 1.52222, -0.85121], [-8.40166, 1.80300, -1.22255], [-7.67797, 1.61029, 0.10083], [-1.97535, -2.48858, -4.91540], [-1.15436, -1.99412, -5.01507], [-2.59866, -2.02391, -5.49461], [-3.55725, -0.74659, -6.67659], [-3.22151, -0.14371, -7.34961], [-4.27696, -0.25893, -6.26009], [4.52199, 5.31135, 1.30956], [4.59107, 4.47803, 1.78681], [5.39907, 5.43352, 0.92314], [3.97860, -0.79288, -3.21655], [3.91936, -1.55839, -2.63336], [3.86701, -1.16485, -4.10271], [-8.20967, 1.56277, -3.68562], [-7.37806, 2.03884, -3.78954], [-8.82563, 2.04057, -4.25329], [5.67606, -7.50080, 0.14548], [4.97764, -7.11064, -0.39411], [5.70179, -8.42093, -0.13717]]
}